No. 1
{"formula": "C25H23HfN7O5S4", "method": "ωB97M-V/def2-TZVPD", "lumo_ev": -0.126, "multiplicity": 1, "homo_energy_ev": -7.867, "orbital_gap_ev": 7.740, "relative_energy_ev": 0.0000, "total_energy_ev": -91619.57138, "elements": ["Hf", "N", "C", "C", "C", "C", "C", "C", "S", "O", "O", "N", "C", "N", "C", "C", "C", "N", "H", "H", "H", "H", "H", "H", "H", "H", "H", "S", "C", "C", "C", "C", "C", "C", "C", "C", "C", "N", "H", "H", "H", "H", "H", "H", "C", "C", "C", "C", "N", "C", "S", "N", "H", "H", "H", "H", "H", "C", "S", "O", "O", "O", "H", "H", "H"], "xyz": [[0.71046, -0.27034, 0.51936], [-5.90199, 0.32728, -4.28556], [-5.02448, 0.38220, -3.21375], [-3.68708, 0.73548, -3.41341], [-2.81999, 0.83255, -2.34392], [-3.28796, 0.58339, -1.05943], [-4.61858, 0.24314, -0.84076], [-5.47992, 0.14110, -1.91390], [-2.21608, 0.68274, 0.31590], [-2.97556, 1.11463, 1.44412], [-1.03146, 1.46187, -0.08029], [-1.47098, -0.74154, 0.51300], [-2.05358, -1.87318, 1.03734], [-1.17811, -2.88360, 1.15672], [-1.61939, -3.96278, 1.78105], [-2.92471, -4.08149, 2.23516], [-3.75790, -3.01212, 1.96687], [-3.33936, -1.90048, 1.37171], [-5.48308, 0.18867, -5.19012], [-6.73265, -0.22379, -4.14718], [-3.32832, 0.93544, -4.41589], [-1.78526, 1.09849, -2.50406], [-4.95809, 0.05698, 0.16853], [-6.51865, -0.12041, -1.75109], [-0.90369, -4.76904, 1.90666], [-3.27554, -4.96589, 2.74494], [-4.80674, -3.03809, 2.24321], [4.38747, -3.24042, -0.08326], [2.99401, -4.08806, -0.60060], [1.85910, -3.34859, -0.46556], [2.07960, -2.04411, 0.07229], [3.41730, -1.86063, 0.31050], [3.93033, -0.67619, 0.96674], [5.27915, -0.45864, 1.26332], [5.65306, 0.68831, 1.92674], [4.67886, 1.61245, 2.29236], [3.37033, 1.33494, 1.95984], [2.99391, 0.22740, 1.31299], [3.08850, -5.09126, -0.98626], [0.88233, -3.72343, -0.73919], [6.01416, -1.19537, 0.96912], [6.69447, 0.86566, 2.16228], [4.92468, 2.52202, 2.82115], [2.56901, 2.01029, 2.23370], [1.17215, 4.17369, -4.01938], [1.33172, 3.22496, -2.87247], [1.84224, 3.65848, -1.64517], [1.90589, 2.73390, -0.63425], [1.53746, 1.46631, -0.82177], [1.04060, 1.12274, -2.03973], [0.49538, -0.49931, -2.12360], [0.93153, 1.97442, -3.06413], [1.99135, 4.89085, -4.05674], [0.24290, 4.73438, -3.89547], [1.11531, 3.62124, -4.95365], [2.15432, 4.68099, -1.49334], [2.25961, 3.00078, 0.35233], [1.56399, 0.28883, 4.61311], [0.35691, -0.09557, 3.38973], [-0.88216, -0.30270, 4.06036], [0.87469, -1.24638, 2.59142], [0.36999, 1.01440, 2.37557], [1.56321, -0.52429, 5.33515], [1.24520, 1.21374, 5.08972], [2.54011, 0.39301, 4.15097]]}

=====

No. 2
{"formula": "C41H26Cl7F6N7O3PSTc", "method": "ωB97M-V/def2-TZVPD", "lumo_ev": [-1.359, -1.431], "multiplicity": 3, "homo_energy_ev": [-7.773, -8.001], "orbital_gap_ev": [6.415, 6.570], "relative_energy_ev": 3.0773, "total_energy_ev": -185805.34385, "elements": ["Tc", "C", "O", "C", "C", "C", "C", "C", "C", "C", "N", "C", "C", "N", "C", "C", "C", "C", "N", "C", "C", "N", "C", "C", "C", "C", "H", "H", "H", "H", "H", "H", "H", "H", "H", "H", "H", "H", "H", "H", "N", "C", "C", "C", "C", "C", "C", "H", "H", "H", "H", "H", "Cl", "C", "Cl", "C", "O", "O", "H", "Cl", "C", "C", "C", "Cl", "C", "Cl", "C", "Cl", "C", "Cl", "N", "C", "N", "C", "C", "C", "C", "C", "C", "S", "H", "H", "H", "H", "H", "H", "F", "P", "F", "F", "F", "F", "F"], "xyz": [[-2.26949, -1.93808, 0.36954], [8.05857, 7.05604, -3.00549], [8.16718, 5.77095, -2.40948], [7.02543, 5.06910, -2.22032], [5.75937, 5.51444, -2.59133], [4.65340, 4.71062, -2.35315], [4.78761, 3.46943, -1.74889], [6.06242, 3.03975, -1.37944], [7.17186, 3.82413, -1.61188], [3.59260, 2.64716, -1.50874], [2.35167, 3.02093, -1.71602], [1.59780, 1.93356, -1.34819], [2.37227, 0.90278, -0.92455], [3.66322, 1.36224, -1.03664], [1.83731, -0.30782, -0.38623], [2.62941, -1.25854, 0.27789], [2.03258, -2.28307, 0.94274], [0.63873, -2.34213, 0.94396], [-0.13133, -1.49141, 0.29050], [0.44503, -0.47776, -0.41358], [-0.37368, 0.54728, -1.06927], [-1.70351, 0.37537, -1.32488], [-2.50262, 1.37757, -1.66466], [-2.00917, 2.65184, -1.88786], [-0.65681, 2.84154, -1.81085], [0.17473, 1.78733, -1.41480], [9.06728, 7.45276, -3.05189], [7.43573, 7.71854, -2.40196], [7.64843, 6.98766, -4.01466], [5.62269, 6.47468, -3.06573], [3.66441, 5.04659, -2.63800], [6.20707, 2.08292, -0.89047], [8.16307, 3.49790, -1.32633], [4.50559, 0.85707, -0.82760], [3.70732, -1.14613, 0.29576], [2.59836, -3.02180, 1.49136], [0.13723, -3.12905, 1.48758], [-3.53659, 1.09365, -1.80018], [-2.69171, 3.44726, -2.14810], [-0.20004, 3.79715, -2.03525], [-2.30232, -0.89263, -1.30722], [-2.61398, -1.33223, -2.62959], [-2.00139, -0.79158, -3.75895], [-2.33156, -1.25942, -5.02490], [-3.26409, -2.27081, -5.18279], [-3.86582, -2.81036, -4.05412], [-3.55194, -2.34426, -2.79019], [-1.25339, -0.01219, -3.66948], [-1.84174, -0.83000, -5.89002], [-3.51283, -2.64028, -6.16898], [-4.58929, -3.61037, -4.15335], [-4.02276, -2.78061, -1.91970], [-2.61346, 2.00990, 4.18792], [-3.25022, 1.70051, 2.56379], [-3.45066, 3.21852, 1.65429], [-2.32006, 0.75613, 1.78694], [-1.19254, 1.10318, 1.51342], [-2.90977, -0.36654, 1.53423], [-4.23541, 1.26820, 2.67194], [-5.83904, -0.93887, -0.71592], [-5.55261, -2.22656, 0.42004], [-4.25343, -2.56790, 0.74997], [-4.11442, -3.49562, 1.75613], [-2.41663, -3.72038, 2.21662], [-5.14144, -4.13548, 2.41730], [-4.81302, -5.25862, 3.67656], [-6.43822, -3.81866, 2.01857], [-7.77377, -4.59483, 2.77543], [-6.64465, -2.85658, 1.02427], [-8.25282, -2.43778, 0.57376], [-3.03031, -1.52309, 4.55130], [-1.71686, -1.18949, 4.69237], [-0.97339, -0.81392, 3.70773], [0.29572, -0.48453, 4.16891], [1.30746, 0.06077, 3.38500], [2.52971, 0.34821, 3.97039], [2.75417, 0.10622, 5.32798], [1.74375, -0.40775, 6.12719], [0.51940, -0.68884, 5.53443], [-0.94854, -1.27088, 6.26981], [-3.44933, -1.23675, 3.67759], [-3.62034, -1.53369, 5.36344], [1.09917, 0.28482, 2.34327], [3.31979, 0.78374, 3.37030], [3.71544, 0.33949, 5.76708], [1.90498, -0.57296, 7.18444], [-1.80112, -3.62222, -0.80167], [-0.63766, -4.80840, -1.43789], [-1.31542, -4.57519, -2.85297], [0.34518, -3.56291, -1.71047], [-0.05714, -4.89010, 0.06313], [-1.73016, -5.90191, -1.06720], [0.40533, -5.86695, -1.98306]]}

=====

No. 3
{"formula": "C20H34Al2Cl3F5MgN6O4S", "method": "ωB97M-V/def2-TZVPD", "lumo_ev": -9.751, "multiplicity": 1, "homo_energy_ev": -11.052, "orbital_gap_ev": 1.301, "total_energy_ev": -119020.44218, "charge": 2, "elements": ["C", "C", "N", "C", "N", "N", "C", "S", "N", "C", "C", "C", "C", "N", "C", "F", "C", "C", "H", "H", "H", "H", "H", "H", "H", "H", "H", "H", "H", "H", "H", "O", "C", "O", "C", "C", "C", "H", "H", "H", "H", "H", "H", "H", "H", "C", "C", "C", "O", "H", "H", "H", "H", "H", "H", "H", "H", "F", "Al", "F", "F", "F", "Mg", "O", "H", "H", "Cl", "Cl", "Al", "Cl", "C", "C", "N", "H", "H", "H"], "xyz": [[0.88178, 1.03990, -3.29304], [0.32420, 0.27662, -2.50864], [-0.10067, -0.44276, -1.33923], [-0.85975, -0.15322, -0.16044], [-1.46602, 0.98455, 0.15737], [-1.51054, 2.09964, -0.66606], [-0.65793, 3.04722, -0.17519], [0.59758, 4.21016, -0.11831], [-0.90689, -1.25427, 0.68076], [-0.16995, -2.19413, -0.05787], [-0.02846, -3.55570, 0.66535], [0.83059, -3.28183, 1.96936], [1.93751, -2.44693, 1.76829], [0.29507, -1.75779, -1.25889], [1.09839, -2.54218, -2.22669], [0.89719, -3.90458, -2.13622], [2.63949, -2.12714, -2.19103], [3.09748, -1.50247, -3.58509], [1.46440, 1.70033, -3.96450], [-1.96267, 1.02521, 1.05338], [-1.03815, -3.90192, 1.00554], [0.51852, -4.34481, 0.09479], [0.56767, -3.74285, 2.94644], [2.64483, -2.69686, 0.94292], [2.05742, -1.51593, 2.38215], [0.74675, -2.23999, -3.25747], [2.78778, -1.37954, -1.36365], [3.23835, -3.05601, -2.03456], [3.88261, -0.72184, -3.43268], [2.25142, -1.04232, -4.15243], [3.52520, -2.29742, -4.25489], [3.71885, 5.23237, 6.46858], [3.23689, 5.30604, 5.33572], [3.94277, 4.85705, 4.33142], [3.43836, 4.69140, 2.98705], [3.55987, 5.98049, 2.20355], [1.92090, 5.97729, 5.09179], [2.42165, 4.29640, 2.99509], [4.06355, 3.92806, 2.52381], [2.96027, 6.77807, 2.64499], [3.23414, 5.83529, 1.17270], [4.59439, 6.32828, 2.19977], [2.08161, 7.05226, 4.99401], [1.27194, 5.78909, 5.94796], [1.39455, 5.60264, 4.21852], [-4.40284, -3.97256, -0.34673], [-4.82810, -3.80396, 1.10331], [-5.39277, -2.41707, 1.36374], [-3.71192, -4.01083, 1.95956], [-3.61844, -3.25476, -0.61022], [-3.98831, -4.96872, -0.51093], [-5.24718, -3.82941, -1.02398], [-5.57452, -4.55689, 1.35419], [-4.64394, -1.63904, 1.15766], [-5.68405, -2.31048, 2.40868], [-6.33865, -2.18827, 0.68886], [-3.04568, -3.34423, 1.74474], [-0.60742, -0.66178, -5.71856], [-1.41674, 0.41270, -6.85124], [-3.05910, 0.66873, -6.32477], [-1.40899, -0.29265, -8.43341], [-0.57426, 1.94996, -6.87378], [-0.78618, 2.80647, -2.33804], [5.94607, 2.88751, 5.91359], [5.07094, 3.12989, 6.23293], [6.21749, 3.64070, 5.37741], [3.46817, 5.49261, 8.46259], [4.03410, -1.51110, 3.06501], [2.07289, 4.83477, -2.52059], [-7.65193, -2.98958, 0.59206], [-4.34369, -3.66023, -4.30791], [-3.44983, -2.69451, -3.63121], [-2.75751, -1.94975, -3.10523], [-4.38071, -3.44280, -5.37518], [-3.97080, -4.67380, -4.16292], [-5.34903, -3.58676, -3.89406]]}

=====

> Which formula does entry 1 have?

C25H23HfN7O5S4